No. 1
ORCA calculation (ωB97M-V/def2-TZVPD) on C29H36N4O6RbTe as an isolated structure.

Element x y z (Å)
C 6.041 -4.661 0.951
Rb -0.327 -0.285 0.111
H 3.137 0.120 4.720
C 2.918 -2.196 -4.102
H 3.503 -6.185 -1.496
H 1.224 4.264 -1.192
O 2.340 -0.122 1.844
C 4.916 -3.949 0.547
H -1.725 2.329 0.742
C 0.886 -0.103 5.170
H 0.987 6.266 -0.069
H -2.458 0.358 5.451
C -0.385 0.006 5.784
H -1.922 -5.346 -0.678
C -0.473 -3.759 -0.482
C 3.512 -5.772 1.361
H 4.247 -3.956 -6.502
H 1.743 -0.334 5.790
C 2.430 -0.821 -2.089
H 1.755 -5.974 -1.349
H 4.446 -1.833 0.412
H 3.440 -2.394 -6.672
C 0.300 5.499 0.281
C 2.248 -0.053 3.045
C 5.939 -5.911 1.539
H 2.577 -0.827 -1.007
H 2.990 -1.254 -4.636
O 3.374 -0.026 3.796
N -0.094 0.224 3.005
H 3.120 -0.086 -2.502
H 6.131 -2.231 0.136
C 7.164 -6.679 1.955
C 2.550 -3.382 -2.054
C -2.418 0.709 2.763
H 7.069 -7.049 2.977
C 3.071 -3.385 -4.793
N 0.488 4.306 -0.509
C 3.650 -4.532 0.715
N -1.292 3.210 0.456
H -4.249 1.072 2.702
Te 2.064 -3.311 0.004
C -0.258 3.167 -0.424
H 0.507 5.327 1.342
H 1.422 -0.456 -2.300
C 0.947 0.024 3.789
H 8.058 -6.060 1.897
H 2.516 -3.891 -6.806
C 3.335 -3.402 -6.275
H 2.333 -7.250 2.356
H -0.482 -0.114 6.855
O -3.609 0.906 3.409
H 3.070 -5.519 -4.617
H -0.715 5.889 0.178
H 1.692 -6.777 0.778
H -2.227 -4.217 0.633
C 4.670 -6.435 1.752
C 2.957 -4.578 -4.088
C 2.591 -5.949 -2.047
H -1.268 3.906 1.181
C 2.650 -2.167 -2.734
H 7.019 -4.212 0.815
C -1.884 -4.294 -0.400
H -2.538 -3.712 -1.044
H 4.942 -2.567 -1.121
H 4.572 -7.393 2.252
C 2.695 -4.609 -2.726
C -1.475 0.261 5.013
H 2.437 -6.732 -2.789
O -0.020 2.202 -1.156
O -2.399 0.831 1.512
C -1.322 0.392 3.604
C 2.187 -6.412 1.677
C 5.113 -2.573 -0.041
O -0.272 -2.620 -1.000
N 0.476 -4.500 0.074
H 7.314 -7.546 1.308
H 1.494 -5.707 2.133

Results
Frontier orbital gap (spin up / spin down), eV: 5.3911 / 9.0940
M, g/mol: 749.70
LUMO level (spin up / spin down), eV: 0.3495 / 0.3428
Multiplicity: 2
Highest occupied orbital energy (spin up / spin down), eV: -5.042 / -8.751
Charge: 0
Energy relative to the best compared isomer or geometry (same formula, charge and spin), kcal/mol: 2.4

=====

No. 2
ORCA calculation (ωB97M-V/def2-TZVPD) on C46H48N8O3S3Sr as an isolated structure in a non-equilibrium geometry.

Element x y z (Å)
C -2.396 6.191 0.854
C -1.626 3.295 -1.547
H -1.079 2.865 2.367
C 3.946 3.245 4.139
H -3.145 -0.375 0.149
O 2.249 1.784 -1.602
C -4.423 -1.514 5.603
C -2.822 -2.796 -2.300
O 0.108 -3.506 0.721
O 2.070 -0.993 0.465
C -0.664 0.232 3.576
H 3.567 1.570 -3.192
H -0.496 -5.195 -0.211
H 3.247 -2.498 1.215
H -2.451 6.914 2.845
C -1.196 3.395 4.780
H -2.856 5.058 6.067
H 1.210 -5.916 -4.716
C -0.328 -2.807 -2.427
C -5.126 -1.953 6.713
C -1.607 4.791 4.319
H -2.762 7.115 0.425
C -2.220 6.064 2.216
C -1.749 4.872 2.798
H -1.927 2.642 4.479
H -1.207 0.450 -6.023
H -0.981 -4.623 -3.289
C -3.124 -1.031 5.746
C 1.068 -4.079 -3.577
H 0.713 -2.141 2.085
C 1.724 -5.045 -4.330
C -1.481 2.485 -2.777
H -0.676 -0.580 -3.892
C 3.732 -3.705 -4.076
C -0.994 0.459 -3.881
C -2.089 5.099 0.049
C 0.398 -4.811 0.277
C 2.510 1.419 -2.956
H -0.226 3.099 4.380
H -1.898 2.833 -6.129
H -3.722 4.424 4.660
C -1.675 2.367 -5.178
Sr 0.184 0.611 -0.404
H 2.227 0.385 -3.162
C -2.862 -1.108 -0.592
H 3.867 -0.834 -0.507
H -2.877 -0.626 3.690
H -0.437 5.760 5.869
C -3.252 -1.430 8.109
N 0.808 -2.169 -2.341
H 2.388 -2.908 -0.282
H -0.811 6.818 4.502
H 4.039 1.231 -0.791
N -1.638 -1.396 -0.901
H -2.074 4.132 -4.060
C -2.537 -0.988 7.008
H 2.419 -0.856 -1.525
H -6.135 -2.325 6.588
H 5.867 0.922 2.604
N -0.240 -3.959 -3.154
H -2.788 -1.394 9.086
H 1.228 -4.833 -0.442
C 2.969 1.049 -0.639
C -1.604 -2.363 -1.872
C 1.150 -2.955 1.502
H 6.070 3.025 3.889
H 3.621 -5.564 -5.153
N -1.354 2.901 -0.338
H -3.290 6.135 4.739
H 2.713 1.506 0.319
N 0.634 0.709 3.801
C 5.094 2.610 3.678
H 1.898 2.065 -3.580
H -3.044 -3.505 -3.080
S -1.463 0.215 2.036
H 4.026 4.160 4.711
H -1.530 -0.609 7.107
C -1.433 3.807 1.975
C -1.773 3.090 -4.007
C 2.297 -2.396 0.678
C 3.069 -4.839 -4.569
N -2.446 -0.599 4.610
C 3.725 0.904 2.668
N -1.208 -0.146 4.690
C -0.545 5.797 4.782
C 1.711 -2.947 -3.066
H 3.590 -1.877 -2.962
H 0.424 5.567 4.332
H 1.531 -3.713 2.196
H -1.119 3.374 5.869
H -4.877 -1.544 4.618
C 4.977 1.434 2.950
C -1.077 1.141 -2.651
C -1.287 1.033 -5.111
H 1.796 3.192 4.232
C -1.605 3.912 0.591
H 0.649 -5.468 1.118
H 3.618 -0.020 2.113
S -2.238 4.933 -1.661
H 4.784 -3.574 -4.292
C -4.547 -1.915 7.975
C 2.839 -0.467 -0.599
C -2.952 5.128 4.981
C 2.697 2.709 3.873
C 3.069 -2.752 -3.327
S -4.054 -1.985 -1.452
H -5.098 -2.258 8.840
C 2.582 1.541 3.130
N 1.291 1.017 2.791

Results
Frontier orbital gap, eV: 6.6618
M, g/mol: 944.76
LUMO level, eV: 0.0427
Highest occupied orbital energy, eV: -6.619
Charge: 0
Energy relative to the best compared isomer or geometry (same formula, charge and spin), kcal/mol: 29.5